Record 1
{"formula": "C2H8NO2", "method": "the ωB97M-V functional and the def2-TZVPD basis", "symbols": ["O", "O", "N", "C", "C", "H", "H", "H", "H", "H", "H", "H", "H"], "xyz": [[-0.315, 1.687, 0.540], [-1.885, -0.449, 0.951], [0.336, -0.987, -0.310], [0.755, 1.472, 0.057], [1.025, 0.257, -0.839], [1.002, -1.637, 0.109], [-2.498, -1.165, 1.172], [2.088, 0.069, -0.791], [-0.463, -0.794, 0.414], [0.601, 0.472, -1.812], [1.601, 2.156, 0.226], [-0.113, -1.462, -1.084], [-2.134, 0.382, 1.368]], "homo_energy_ev": -14.79, "charge": 1, "relative_energy_ev": 1.210, "molar_mass_g_mol": 78.09, "energy_ev": -7781.74849, "gap_ha": 0.4000, "e_lumo_ev": -3.904}

=====

Record 2
{"formula": "C4H6HgO", "method": "the ωB97M-V functional and the def2-TZVPD basis", "symbols": ["Hg", "O", "C", "C", "C", "C", "H", "H", "H", "H", "H", "H"], "xyz": [[-2.898, -1.656, -1.163], [-0.774, -0.877, -0.553], [0.502, -1.036, -1.091], [0.095, 0.784, 1.879], [0.383, 1.118, 0.628], [0.079, 0.454, -0.627], [0.417, 1.407, 2.714], [0.542, -1.247, -2.164], [1.405, 1.471, 0.161], [-0.312, 1.087, -1.430], [1.226, -1.532, -0.439], [-0.665, 0.027, 2.085]], "homo_energy_ev": [-13.81, -13.82], "charge": 1, "relative_energy_ev": 1.166, "molar_mass_g_mol": 270.68, "energy_ev": -10455.85221, "gap_ha": [0.3684, 0.2123], "e_lumo_ev": [-3.787, -8.042], "multiplicity": 2}

=====

Record 3
{"formula": "C35H52GdOP4Se", "method": "the ωB97M-V functional and the def2-TZVPD basis", "symbols": ["Gd", "Se", "P", "P", "P", "P", "O", "C", "C", "C", "C", "C", "C", "C", "C", "C", "C", "C", "C", "C", "C", "C", "C", "C", "C", "C", "C", "C", "C", "C", "C", "C", "C", "C", "C", "C", "C", "C", "C", "C", "C", "C", "H", "H", "H", "H", "H", "H", "H", "H", "H", "H", "H", "H", "H", "H", "H", "H", "H", "H", "H", "H", "H", "H", "H", "H", "H", "H", "H", "H", "H", "H", "H", "H", "H", "H", "H", "H", "H", "H", "H", "H", "H", "H", "H", "H", "H", "H", "H", "H", "H", "H", "H", "H"], "xyz": [[-1.372, 1.098, -0.289], [0.910, 2.916, 0.201], [-2.461, 1.511, 3.288], [0.883, -0.767, -1.862], [2.290, 0.219, 1.053], [-2.331, -1.933, -0.284], [-1.951, 1.216, 1.822], [0.117, -0.109, 6.722], [-3.610, 5.125, 4.780], [-0.490, -1.009, 5.828], [-1.978, 4.193, 2.718], [-4.302, -0.314, 4.436], [-4.076, 0.759, 3.550], [-5.176, 1.330, 2.897], [-3.051, 6.018, 3.864], [-6.602, -0.457, 3.693], [-3.523, 0.444, -2.361], [0.089, 1.264, 6.449], [-2.225, 5.549, 2.842], [-2.418, -3.239, -1.505], [-3.412, 3.753, 4.618], [1.841, 3.810, -2.404], [1.703, 0.531, 2.751], [-5.542, -0.960, 4.442], [0.702, 2.933, -4.355], [-1.218, -2.386, 1.044], [-6.429, 0.722, 2.973], [2.891, -1.493, 1.350], [0.230, -1.096, -3.533], [-0.452, 3.046, -2.266], [-0.456, 2.682, -3.615], [3.967, 0.950, 1.131], [0.769, 3.343, -1.621], [1.801, 3.569, -3.768], [-3.911, -1.484, 0.378], [-1.305, 0.871, 4.501], [-0.626, 1.759, 5.354], [-3.816, 1.403, -3.259], [1.322, -2.527, -1.507], [-1.201, -0.518, 4.720], [-2.627, 3.277, 3.553], [2.532, -0.095, -2.281], [-1.632, -0.971, -1.136], [0.591, 1.941, 7.142], [-4.630, -2.274, 0.093], [1.871, -2.944, -2.362], [1.034, 1.397, 2.749], [-3.503, -0.647, 5.101], [-1.348, -1.700, 1.896], [-0.169, -2.376, 0.717], [3.315, -0.542, -1.649], [2.031, -2.164, 1.370], [-4.081, -0.504, -2.322], [3.910, 2.039, 1.151], [0.972, -1.689, -4.094], [-2.475, 0.434, -1.966], [-1.387, 3.159, -1.705], [2.748, -0.299, -3.342], [-0.727, -1.634, -3.504], [-1.473, -3.306, -2.049], [2.666, 4.311, -1.918], [-4.208, 5.453, 5.629], [-3.874, 3.059, 5.322], [-7.565, -0.970, 3.691], [1.161, -0.347, 3.115], [-0.644, 2.832, 5.171], [1.957, -2.597, -0.620], [-0.446, -2.088, 6.002], [0.418, -3.128, -1.340], [-1.357, 2.229, -4.053], [-3.239, -2.990, -2.187], [-3.463, 2.429, -3.155], [4.510, 0.597, 2.017], [-5.050, 2.239, 2.317], [-5.658, -1.858, 5.049], [2.614, 3.891, -4.405], [3.416, -1.573, 2.309], [-1.782, 6.246, 2.132], [4.511, 0.643, 0.231], [-2.619, -4.170, -0.967], [0.629, -0.506, 7.615], [-4.283, -0.528, -0.025], [2.510, 0.993, -2.140], [-7.301, 1.132, 2.472], [-3.883, -1.419, 1.480], [0.744, 2.684, -5.415], [-1.479, -3.408, 1.378], [2.522, 0.742, 3.445], [3.562, -1.796, 0.543], [-4.442, 1.156, -4.120], [-3.257, 7.081, 3.970], [-1.291, 3.854, 1.949], [0.099, -0.137, -4.045], [-1.689, -1.220, 4.028]], "homo_energy_ev": [-14.80, -15.64], "charge": 3, "molar_mass_g_mol": 848.91, "energy_ev": -162497.30633, "gap_ha": [0.1731, 0.2672], "e_lumo_ev": [-10.088, -8.368], "multiplicity": 8}

=====

Record 4
{"formula": "C6H10O", "method": "the ωB97M-V functional and the def2-TZVPD basis", "symbols": ["O", "C", "C", "C", "C", "C", "C", "H", "H", "H", "H", "H", "H", "H", "H", "H", "H"], "xyz": [[2.880, -1.016, 1.859], [-1.652, -1.150, -0.994], [-1.171, 0.132, -0.765], [2.185, -0.012, 1.063], [-0.009, 0.358, 0.045], [-2.125, 1.260, -0.809], [1.105, -0.424, 0.167], [-0.083, 1.237, 0.749], [1.838, 0.849, 1.788], [3.206, -1.869, 1.304], [-3.271, 0.883, -0.795], [-2.112, 1.743, 0.304], [-0.961, -1.896, -0.769], [-2.364, -1.284, -1.720], [-1.879, 2.097, -1.367], [3.023, 0.376, 0.443], [1.390, -1.284, -0.503]], "homo_energy_ev": [0.03, -3.04], "charge": -1, "relative_energy_ev": 1.646, "molar_mass_g_mol": 98.14, "energy_ev": -8428.11917, "gap_ha": [0.1472, 0.2517], "e_lumo_ev": [4.033, 3.808], "multiplicity": 2}

=====

Record 5
{"formula": "C29H45Cl2N2PRu", "method": "the ωB97M-V functional and the def2-TZVPD basis", "symbols": ["Ru", "Cl", "Cl", "P", "N", "N", "C", "C", "C", "C", "C", "C", "C", "C", "C", "C", "C", "C", "C", "C", "C", "C", "C", "C", "C", "C", "C", "C", "C", "C", "C", "C", "C", "C", "C", "H", "H", "H", "H", "H", "H", "H", "H", "H", "H", "H", "H", "H", "H", "H", "H", "H", "H", "H", "H", "H", "H", "H", "H", "H", "H", "H", "H", "H", "H", "H", "H", "H", "H", "H", "H", "H", "H", "H", "H", "H", "H", "H", "H", "H"], "xyz": [[0.876, -0.920, 1.134], [-1.336, -1.127, 2.057], [2.959, -1.200, -0.051], [-0.151, -0.121, -0.860], [1.240, -2.100, 2.864], [1.609, -3.878, 4.138], [-3.710, 2.039, -1.591], [1.908, 1.379, -4.265], [-0.031, -3.627, -3.153], [1.139, 1.647, 2.771], [-0.752, -1.552, -1.888], [1.336, -1.688, 4.143], [2.276, 2.780, -3.759], [0.719, 0.786, -3.491], [-1.187, -4.415, -2.524], [0.424, -2.480, -2.243], [2.545, 2.767, -2.250], [1.036, 0.764, -1.985], [-3.582, 3.152, -0.541], [1.514, 0.709, 1.719], [2.041, 2.699, 3.041], [-1.891, -2.349, -1.232], [-1.529, 2.016, 0.414], [-2.345, 1.411, -1.909], [-1.686, 0.891, -0.621], [1.400, -3.435, 2.884], [-2.896, 2.636, 0.730], [-2.349, -3.488, -2.154], [1.570, -2.793, 4.935], [-0.053, 1.581, 3.520], [0.581, 3.564, 4.754], [1.346, 2.186, -1.489], [-0.327, 2.533, 4.494], [1.837, -5.254, 4.560], [1.769, 3.645, 4.025], [-4.165, 2.430, -2.510], [-1.554, -2.751, -0.269], [-4.381, 1.257, -1.209], [0.844, -2.890, -1.314], [1.545, 2.179, -0.412], [0.363, 4.302, 5.522], [2.760, 3.782, -1.892], [-2.778, -3.059, -3.071], [1.446, 3.470, -3.971], [2.962, 2.758, 2.466], [-0.855, 2.794, 0.038], [-1.527, -5.203, -3.206], [-2.466, 0.604, -2.642], [1.948, 0.167, -1.840], [-0.180, 1.385, -3.684], [1.370, -4.063, 2.003], [1.240, -1.917, -2.706], [-2.741, -1.695, -1.012], [2.399, 1.065, 1.165], [1.046, -5.561, 5.275], [1.702, -2.803, 6.010], [-1.253, 2.470, 5.060], [-1.142, -1.115, -2.818], [0.472, 2.831, -1.651], [2.773, 0.713, -4.144], [-4.571, 3.562, -0.304], [2.828, -5.333, 5.054], [1.817, -5.938, 3.685], [-2.356, 0.154, -0.157], [-3.527, 1.872, 1.204], [1.249, -0.665, 4.478], [-0.358, -3.214, -4.119], [-0.829, -4.916, -1.614], [1.674, 1.410, -5.336], [-2.989, 3.976, -0.963], [-1.083, 1.605, 1.320], [-1.699, 2.169, -2.371], [-3.150, -4.057, -1.665], [3.151, 3.160, -4.301], [-2.775, 3.448, 1.457], [0.816, -4.291, -3.363], [0.519, -0.224, -3.863], [-0.753, 0.779, 3.310], [3.431, 2.154, -2.037], [2.478, 4.444, 4.222]], "homo_energy_ev": [-1.64, -4.53], "charge": -1, "relative_energy_ev": 0.000, "molar_mass_g_mol": 624.64, "energy_ev": -70700.27977, "gap_ha": [0.1512, 0.2571], "e_lumo_ev": [2.474, 2.464], "multiplicity": 6}

=====

Record 6
{"formula": "C3H3N3S4", "method": "the ωB97M-V functional and the def2-TZVPD basis", "symbols": ["S", "S", "S", "S", "N", "N", "N", "C", "C", "C", "H", "H", "H"], "xyz": [[-3.712, 0.342, -0.396], [2.737, 1.661, -0.935], [0.479, 1.931, 1.458], [0.816, 1.987, -0.577], [0.096, 0.491, 2.083], [-1.334, -0.787, -1.238], [0.336, -1.156, 0.404], [-2.395, -0.347, -0.799], [-0.079, -1.119, -0.816], [0.113, -0.689, 1.637], [0.581, -1.482, -1.544], [2.482, 0.532, -1.666], [-0.120, -1.366, 2.388]], "smiles": "S=C=N/C=N\\C=N/SSS", "homo_energy_ev": -8.39, "molar_mass_g_mol": 209.35, "energy_ev": -50968.88757, "gap_ha": 0.2822, "e_lumo_ev": -0.706}